The following is a DFT calculation (the ωB97M-V functional and the def2-TZVPD basis) of a structure of composition C6H5BiCl2GaNO3 in a non-equilibrium geometry.

As for the largest force on an atom: 14.91 eV Å⁻¹. Its total charge is +4. For the HOMO-LUMO gap, the calculation gives 3.1 eV. The calculated total energy comes out at -3569.76438 a.u. The calculation puts the energy relative to the best compared isomer or geometry (same formula, charge and spin) at 202.0 kcal per mole. The LUMO energy comes out at -19.836 eV.

Each line ends with the Mulliken charge.
Atoms and positions in Å:
Ga1 -1.31 -3.28 -2.14  0.872
Bi1 -0.12 -1.42 -0.22  1.676
Cl1 1.23 -2.54 -2.15  -0.154
Cl2 -2.23 -1.28 -2.49  -0.020
C1 0.49 0.56 -1.38  0.337
C2 -1.11 -5.01 -3.38  0.254
C3 -1.64 -4.04 -4.30  0.552
O1 0.95 1.61 -1.45  0.100
O2 -0.83 -6.16 -3.60  0.007
O3 -2.02 -4.02 -5.42  0.152
C4 1.33 3.72 3.03  -1.117
C5 0.30 2.59 3.23  -0.172
C6 0.30 1.50 2.26  0.203
N1 0.22 0.58 1.55  -0.405
H1 2.35 3.34 3.05  0.373
H2 1.22 4.42 3.85  0.331
H3 1.16 4.24 2.09  0.363
H4 0.44 2.14 4.23  0.333
H5 -0.71 3.04 3.24  0.315